# 1
{"formula": "C2H6N2O2", "method": "ωB97M-V/def2-TZVPD", "orbital_gap_ev": 10.70, "charge": 0, "smiles": "NC=O.NC=O", "largest_force_ha_per_bohr": 0.03479, "homo_ev": -10.06, "e_above_lowest_kj_mol": 56.7, "elements": ["C", "N", "O", "H", "H", "H", "C", "N", "O", "H", "H", "H"], "xyz": [[1.70, 0.61, -0.05], [2.40, 0.06, 0.99], [1.93, 0.29, -1.20], [0.97, 1.37, 0.27], [2.34, 0.50, 1.88], [3.06, -0.66, 0.78], [-2.60, -0.43, -0.85], [-1.52, -0.24, -0.03], [-3.65, -0.89, -0.49], [-2.53, 0.18, -1.77], [-1.51, -0.60, 0.91], [-0.59, -0.18, -0.43]]}



# 2
{"formula": "C2H6N2O2", "method": "ωB97M-V/def2-TZVPD", "orbital_gap_ev": 10.28, "charge": 0, "smiles": "CO/N=[N+](/C)[O-]", "largest_force_ha_per_bohr": 0.10173, "homo_ev": -9.59, "e_above_lowest_kj_mol": 598.0, "elements": ["C", "C", "N", "N", "O", "O", "H", "H", "H", "H", "H", "H"], "xyz": [[-2.17, -0.53, -0.18], [2.26, 0.78, -0.21], [0.00, -0.15, -0.31], [-0.85, -0.62, 0.47], [-0.76, -0.91, 1.66], [1.41, -0.08, 0.46], [-2.86, -1.32, 0.10], [-1.99, -0.54, -1.30], [-2.55, 0.53, 0.12], [2.20, 0.71, -1.30], [3.28, 0.35, 0.22], [2.02, 1.77, 0.26]]}



# 3
{"formula": "C2H6N2O2S", "method": "ωB97M-V/def2-TZVPD", "orbital_gap_ev": [8.17, 8.17], "charge": 0, "smiles": "[H]/N=[NH+]\\[S-].O/C=C/O", "largest_force_ha_per_bohr": 0.08219, "homo_ev": [-8.60, -8.60], "e_above_lowest_kj_mol": 417.9, "elements": ["C", "C", "N", "N", "O", "O", "S", "H", "H", "H", "H", "H", "H"], "xyz": [[1.10, 0.73, -0.34], [1.68, -0.38, 0.03], [-1.77, -1.24, 1.04], [-2.06, -0.13, 0.53], [0.66, 1.62, 0.62], [2.25, -1.36, -0.76], [-2.95, 0.36, -0.78], [0.86, 1.04, -1.48], [1.61, -0.69, 1.09], [-1.97, -1.98, 0.29], [-1.94, 0.72, 1.28], [0.60, 2.51, 0.24], [1.91, -1.20, -1.74]]}



# 4
{"formula": "C2H6N2O2S", "method": "ωB97M-V/def2-TZVPD", "orbital_gap_ev": 9.40, "charge": 0, "largest_force_ha_per_bohr": 0.06153, "homo_ev": -8.51, "e_above_lowest_kj_mol": 318.2, "elements": ["C", "C", "N", "N", "O", "O", "S", "H", "H", "H", "H", "H", "H"], "xyz": [[0.12, 1.75, -1.07], [-0.32, -1.10, 1.12], [-0.76, 1.09, -1.61], [0.15, -1.76, -0.03], [1.44, 1.00, 1.15], [-0.88, 0.22, 0.88], [0.06, 1.47, 0.94], [1.02, 2.48, -1.52], [-1.11, -1.59, 1.76], [0.42, -0.85, 1.92], [-0.75, 0.91, -2.60], [-0.48, -2.20, -0.67], [1.09, -1.42, -0.28]]}



# 5
{"formula": "C2H6N2O3", "method": "ωB97M-V/def2-TZVPD", "orbital_gap_ev": 11.27, "charge": 0, "smiles": "NC(=O)NC=O.O", "largest_force_ha_per_bohr": 0.03865, "homo_ev": -10.70, "e_above_lowest_kj_mol": 33.8, "elements": ["O", "C", "N", "C", "N", "O", "H", "H", "H", "H", "H", "H", "O"], "xyz": [[-0.22, 0.40, -1.62], [-0.94, -0.49, -1.21], [-0.97, -1.01, 0.04], [0.07, -0.96, 1.07], [1.25, -0.47, 0.65], [-0.28, -1.27, 2.17], [-1.71, -0.94, -1.86], [-1.63, -1.76, 0.18], [2.00, -0.54, 1.31], [1.27, 0.13, -0.17], [0.78, 3.55, -1.42], [0.41, 2.07, -1.11], [0.79, 2.89, -0.74]]}



# 6
{"formula": "C2H6N2O3", "method": "ωB97M-V/def2-TZVPD", "orbital_gap_ev": [7.68, 7.68], "charge": 0, "largest_force_ha_per_bohr": 0.05329, "homo_ev": [-7.58, -7.58], "e_above_lowest_kj_mol": 799.2, "elements": ["C", "N", "C", "N", "O", "O", "O", "H", "H", "H", "H", "H", "H"], "xyz": [[-0.66, -0.57, -0.63], [-0.07, 1.25, -0.10], [0.14, -1.10, 0.35], [0.27, 1.66, 1.18], [1.15, 1.28, -0.86], [-1.04, -2.48, -0.57], [0.83, -1.26, 1.26], [1.45, 2.21, -0.80], [-0.47, -3.01, -1.15], [-0.57, 1.81, 1.72], [0.94, 1.05, 1.68], [-1.71, -0.38, -0.44], [-0.25, -0.46, -1.63]]}



# 7
{"formula": "C2H6N2O3", "method": "ωB97M-V/def2-TZVPD", "spin_multiplicity": 3, "orbital_gap_ev": [5.59, 8.01], "s2": 2.010, "charge": 0, "largest_force_ha_per_bohr": 0.17324, "homo_ev": [-4.88, -9.75], "e_above_lowest_kj_mol": 406.3, "elements": ["C", "C", "N", "N", "O", "O", "O", "H", "H", "H", "H", "H", "H"], "xyz": [[0.54, 0.31, 0.14], [-0.98, 0.65, -0.54], [0.63, -1.10, 0.15], [-0.64, -1.50, 0.26], [-1.43, -0.61, -0.79], [1.55, 1.04, -0.41], [-1.77, 1.37, 0.42], [0.47, 0.49, 1.16], [-1.10, 1.11, -1.52], [1.14, -1.41, -0.69], [-0.70, -2.42, -0.17], [1.88, 1.75, 0.11], [-1.82, 1.00, 1.32]]}



# 8
{"formula": "C2H6N2O3S", "method": "ωB97M-V/def2-TZVPD", "orbital_gap_ev": 9.39, "charge": 0, "largest_force_ha_per_bohr": 0.07290, "homo_ev": -9.87, "e_above_lowest_kj_mol": 216.8, "elements": ["C", "C", "N", "N", "O", "O", "O", "S", "H", "H", "H", "H", "H", "H"], "xyz": [[-0.24, -0.95, 1.40], [-1.09, -1.09, 0.18], [0.99, -0.73, 1.24], [-0.55, -1.07, -0.96], [-0.47, 1.35, -2.23], [1.64, 1.26, -0.54], [-0.72, 1.62, 0.23], [0.16, 1.96, -0.83], [-0.57, -0.93, 2.45], [-2.16, -1.02, 0.40], [1.58, -0.50, 2.02], [0.40, -0.93, -1.18], [-0.59, 0.43, -2.39], [1.63, 0.60, 0.21]]}